(1)
Formula: C2H6N2O2
Source: the Open Molecules 2025 dataset
Level of theory: ωB97M-V/def2-TZVPD

ORCA input file:
```
! RIJCOSX wB97M-V def2-TZVPD def2/J DEFGRID3
* xyz 0 1
H -1.770 -1.490 0.321
N -1.179 -0.846 -0.367
C -0.240 -0.373 0.270
N 0.279 -0.827 1.579
O 1.319 0.108 1.855
O 0.368 0.533 -0.227
C -0.057 0.940 -1.540
H -0.491 -1.105 2.247
H 2.080 -0.014 1.370
H -1.068 1.612 -1.517
H -0.038 -0.138 -2.218
H 0.797 1.601 -1.773
*
```

The energy relative to the best compared isomer or geometry (same formula, charge and spin) is 126.9 kcal/mol. Its SMILES is [H]/N=C(\NO)OC. The value obtained for the HOMO energy is -9.2 eV.

In elementary charge units, the natural (NBO) charges are:
1. H 0.3286
2. N -0.7912
3. C 0.6728
4. N -0.3827
5. O -0.5677
6. O -0.4841
7. C -0.2872
8. H 0.3954
9. H 0.4732
10. H 0.2200
11. H 0.2331
12. H 0.1898

***

(2)
Formula: C4H6I2O3
Source: the Open Molecules 2025 dataset
Level of theory: ωB97M-V/def2-TZVPD

ORCA input file:
```
! RIJCOSX wB97M-V def2-TZVPD def2/J DEFGRID3
* xyz 0 1
C -0.513 -2.495 -0.166
C -0.648 -1.060 0.051
I -2.618 -0.290 0.297
C 0.653 -0.113 -0.100
I 2.505 -0.907 -0.048
C 0.360 1.366 0.011
O 1.588 1.970 -0.115
O -0.157 1.613 1.316
O -0.498 1.736 -0.994
H -0.867 -3.117 0.655
H 0.552 -2.840 -0.410
H -1.212 -2.690 -0.923
H 1.368 2.656 -0.777
H 0.501 1.743 1.960
H -1.014 2.428 -0.758
*
```

The energy relative to the best compared isomer or geometry (same formula, charge and spin) is 36.4 kcal/mol. Its SMILES is C/C(I)=C(\I)C(O)(O)O. The value obtained for the HOMO energy (spin up / spin down) is -7.9 / -7.9 eV.

In elementary charge units, the natural (NBO) charges are:
1. C -0.7275
2. C -0.0865
3. I 0.1926
4. C -0.3286
5. I 0.2627
6. C 0.6558
7. O -0.7156
8. O -0.7380
9. O -0.6942
10. H 0.2349
11. H 0.2406
12. H 0.2356
13. H 0.4895
14. H 0.4932
15. H 0.4855

***

(3)
Formula: C5H17N2O
Source: the Open Molecules 2025 dataset
Level of theory: ωB97M-V/def2-TZVPD

ORCA input file:
```
! RIJCOSX wB97M-V def2-TZVPD def2/J DEFGRID3
* xyz 1 1
N -0.440 -1.324 -0.273
C -0.138 -0.168 -1.215
C -0.886 1.122 -0.901
C -0.432 2.100 0.158
C -1.014 1.775 1.532
C 1.416 0.033 -1.255
N 2.034 -1.317 -1.075
H -1.184 -1.984 -0.460
H 0.442 -1.843 -0.128
H -0.508 -0.817 0.606
H -0.198 -0.487 -2.255
H -1.936 0.940 -0.673
H -0.868 1.552 -1.915
H -0.674 3.162 -0.078
H 0.662 2.109 0.343
H -0.389 2.155 2.359
H -0.972 0.740 1.901
H -2.073 1.965 1.552
H 1.888 0.431 -2.162
H 1.781 0.676 -0.473
H 2.218 -1.792 -1.949
H 2.897 -1.253 -0.551
H -1.070 -2.360 2.829
H -0.002 -3.103 2.063
O -0.553 -2.313 2.019
*
```

The energy relative to the best compared isomer or geometry (same formula, charge and spin) is 28.9 kcal/mol. The value obtained for the HOMO energy is -14.0 eV.

In elementary charge units, the natural (NBO) charges are:
1. N -0.7124
2. C -0.0615
3. C -0.4391
4. C -0.4207
5. C -0.6225
6. C -0.2488
7. N -0.8800
8. H 0.4486
9. H 0.4644
10. H 0.4581
11. H 0.2295
12. H 0.2250
13. H 0.2450
14. H 0.2441
15. H 0.2041
16. H 0.2386
17. H 0.1809
18. H 0.2221
19. H 0.2304
20. H 0.2072
21. H 0.3840
22. H 0.3926
23. H 0.5002
24. H 0.4907
25. O -0.9807

***

(4)
Formula: C6H14O
Source: the Open Molecules 2025 dataset
Level of theory: ωB97M-V/def2-TZVPD

ORCA input file:
```
! RIJCOSX wB97M-V def2-TZVPD def2/J DEFGRID3
* xyz 0 1
C 1.241 -0.016 2.426
C 0.556 -0.026 1.266
C 1.185 -0.428 -0.057
C 0.381 -1.583 -0.785
C -1.209 -1.379 -0.839
C -1.593 -0.070 -1.500
H 2.353 0.094 2.412
H 0.833 0.604 3.197
H -0.520 0.279 1.317
H 2.248 -0.580 -0.224
H 1.043 0.510 -0.624
H 0.585 -2.615 -0.418
H 0.771 -1.568 -1.821
H -1.676 -2.213 -1.380
H -1.519 -1.380 0.202
H -2.674 0.022 -1.723
H -1.314 0.743 -0.836
H -1.029 0.089 -2.461
O 0.167 3.237 0.235
H -0.346 3.775 0.834
H 0.516 2.506 0.778
*
```

The energy relative to the best compared isomer or geometry (same formula, charge and spin) is 41.7 kcal/mol. Its SMILES is C=CCCCC.O. The value obtained for the HOMO energy is -9.8 eV.

In elementary charge units, the natural (NBO) charges are:
1. C -0.4283
2. C -0.1689
3. C -0.4697
4. C -0.3815
5. C -0.4009
6. C -0.6175
7. H 0.1953
8. H 0.1887
9. H 0.2071
10. H 0.2301
11. H 0.2171
12. H 0.2071
13. H 0.1959
14. H 0.2058
15. H 0.1953
16. H 0.2129
17. H 0.2061
18. H 0.2035
19. O -0.9419
20. H 0.4689
21. H 0.4749

***

(5)
Formula: C3H11N2
Source: the Open Molecules 2025 dataset
Level of theory: ωB97M-V/def2-TZVPD

ORCA input file:
```
! RIJCOSX wB97M-V def2-TZVPD def2/J DEFGRID3
* xyz 1 1
C 0.462 -2.313 -0.614
N 0.551 -1.379 0.593
H 0.450 -1.674 -1.489
H 1.431 -2.826 -0.525
H -0.408 -2.986 -0.580
H 0.036 -1.502 1.472
H -0.014 -0.523 0.276
H 1.534 -1.473 0.916
C 0.254 1.816 -0.652
C -1.394 1.711 0.937
N -0.204 1.345 0.667
H -0.438 1.736 -1.500
H 1.240 1.445 -0.964
H 0.368 2.914 -0.557
H -1.923 1.452 1.834
H -1.942 2.256 0.184
*
```

The energy relative to the best compared isomer or geometry (same formula, charge and spin) is 54.3 kcal/mol. The value obtained for the HOMO energy is -14.3 eV.

In elementary charge units, the natural (NBO) charges are:
1. C -0.4101
2. N -0.7415
3. H 0.2337
4. H 0.2282
5. H 0.2489
6. H 0.4444
7. H 0.4939
8. H 0.4620
9. C -0.4960
10. C 0.0011
11. N -0.4781
12. H 0.2108
13. H 0.2110
14. H 0.2381
15. H 0.1926
16. H 0.1609

***

(6)
Formula: CH4NO2S
Source: the Open Molecules 2025 dataset
Level of theory: ωB97M-V/def2-TZVPD

ORCA input file:
```
! RIJCOSX wB97M-V def2-TZVPD def2/J DEFGRID3
* xyz -1 1
C -0.896 0.374 -1.228
S 0.384 0.233 -0.026
N -0.167 -1.007 1.190
O 0.553 1.377 0.894
O 1.648 -0.363 -0.573
H -0.397 0.251 -2.236
H -1.105 1.435 -1.350
H -0.620 -0.634 2.010
H 0.599 -1.666 1.320
*
```

The energy relative to the best compared isomer or geometry (same formula, charge and spin) is 88.7 kcal/mol. Its SMILES is C=[S@](N)(=O)[O-]. The value obtained for the HOMO energy is -3.2 eV.

In elementary charge units, the natural (NBO) charges are:
1. C -1.1488
2. S 2.1537
3. N -1.1002
4. O -1.0137
5. O -1.0078
6. H 0.1909
7. H 0.1863
8. H 0.3701
9. H 0.3696

***

(7)
Formula: C2H5O3
Source: the Open Molecules 2025 dataset
Level of theory: ωB97M-V/def2-TZVPD

ORCA input file:
```
! RIJCOSX wB97M-V def2-TZVPD def2/J DEFGRID3
* xyz -1 1
O 2.161 -0.588 0.758
H 1.746 -0.997 1.551
H 1.470 0.012 0.397
O -0.185 1.972 -0.206
O 0.477 0.453 -1.681
C -0.278 0.843 -0.738
C -1.197 -0.214 -0.147
H -0.597 -0.694 0.644
H -1.484 -0.982 -0.885
H -2.114 0.197 0.307
*
```

The energy relative to the best compared isomer or geometry (same formula, charge and spin) is 14.3 kcal/mol. The value obtained for the HOMO energy is -3.8 eV.

In elementary charge units, the natural (NBO) charges are:
1. O -0.9553
2. H 0.4474
3. H 0.5049
4. O -0.7815
5. O -0.7940
6. C 0.7117
7. C -0.7234
8. H 0.1941
9. H 0.2031
10. H 0.1930

***

(8)
Formula: C4H6O2
Source: the Open Molecules 2025 dataset
Level of theory: ωB97M-V/def2-TZVPD

ORCA input file:
```
! RIJCOSX wB97M-V def2-TZVPD def2/J DEFGRID3
* xyz 0 1
C -0.985 0.823 2.070
O -1.004 1.185 0.824
C -0.976 0.191 -0.218
C 0.375 0.272 -0.869
C 1.465 -0.591 -0.412
O 0.741 -0.879 -1.603
H -1.097 -0.797 0.239
H -1.188 -0.292 2.051
H -1.799 0.402 -0.900
H 0.615 1.230 -1.328
H 1.302 -1.285 0.415
H 2.494 -0.270 -0.558
*
```

The energy relative to the best compared isomer or geometry (same formula, charge and spin) is 115.5 kcal/mol. The value obtained for the HOMO energy is -8.8 eV.

In elementary charge units, the natural (NBO) charges are:
1. C 0.1356
2. O -0.4675
3. C -0.1010
4. C 0.0257
5. C -0.1086
6. O -0.4767
7. H 0.1878
8. H 0.0278
9. H 0.2046
10. H 0.1946
11. H 0.1847
12. H 0.1930

***

no.,DFT total energy (eV)
1,-9241.8126
2,-26586.1219
3,-10481.6803
4,-8495.0832
5,-6261.2265
6,-17521.1788
7,-8299.0565
8,-8335.4511